Density functional theory data (wB97M-V/def2-TZVPD) for 2 unconnected molecules or ions with the total composition C8H11N3O2 at a distorted geometry.

Frontier orbital gap = 0.3681 Eh
SMILES = CC(=O)n1nc(C)cc1C.C#[N+][O-]
Energy above the lowest of the compared OMol25 structures with the same formula, charge and spin = 263.90 kJ/mol
LUMO energy = 0.5910 eV

Element x y z (Å)
O (-0.51, -2.52, 1.04)
O (-1.17, 2.90, 2.24)
N (-0.13, -0.52, 0.19)
N (-1.86, 2.21, 1.59)
N (-0.52, 0.19, -0.93)
C (-2.84, 1.74, 1.14)
C (1.20, -0.39, 0.37)
C (1.63, 0.49, -0.58)
C (0.49, 0.88, -1.30)
C (1.85, -1.16, 1.46)
C (0.42, 1.96, -2.31)
C (-0.93, -1.57, 0.44)
C (-2.29, -1.29, 0.02)
H (0.11, 2.74, -1.67)
H (-2.96, -2.08, 0.25)
H (1.39, 2.07, -2.76)
H (-2.16, -1.26, -1.09)
H (2.83, -1.37, 1.22)
H (-2.63, -0.32, 0.40)
H (2.62, 1.00, -0.70)
H (-3.34, 1.20, 0.48)
H (1.63, -0.72, 2.38)
H (1.44, -2.17, 1.38)
H (-0.39, 1.81, -2.90)



Density functional theory data (wB97M-V/def2-TZVPD) for C8H11N3O3 in the gas phase at a distorted geometry.

Frontier orbital gap = 0.2841 Eh
SMILES = NN1C2=[N+]([O-])C(=O)C=CC[C@@H]2C[C@H]1O
Energy above the lowest of the compared OMol25 structures with the same formula, charge and spin = 365.79 kJ/mol
LUMO energy = 0.0776 eV

Element x y z (Å)
O (2.37, -1.63, 1.21)
O (-3.82, -1.01, 1.30)
O (-2.20, -2.43, -0.46)
N (0.41, -2.46, -1.33)
N (-1.86, -1.28, 0.07)
N (0.54, -1.55, -0.24)
C (1.30, 0.41, 0.82)
C (-2.22, 1.46, -0.74)
C (-3.23, 0.72, -0.38)
C (-3.04, -0.52, 0.53)
C (-0.73, 1.47, -0.23)
C (1.73, -0.90, 0.17)
C (-0.59, -0.90, 0.16)
C (-0.23, 0.40, 0.82)
H (-4.22, 0.87, -0.73)
H (-2.42, 2.11, -1.54)
H (1.73, 1.29, 0.33)
H (2.34, -0.73, -0.67)
H (0.00, -1.89, -2.09)
H (1.81, 0.54, 1.92)
H (-0.03, 1.38, -1.06)
H (2.65, -2.48, 0.83)
H (-0.67, 0.50, 1.70)
H (-0.53, 2.35, 0.26)
H (-0.23, -3.17, -1.01)



Density functional theory data (wB97M-V/def2-TZVPD) for 2 unconnected molecules or ions with the total composition C8H11N4O3 at a distorted geometry.

Frontier orbital gap (spin up / spin down) = 0.2565 / 0.2372 Eh
⟨S²⟩ = 2.04
LUMO energy (spin up / spin down) = -2.7930 / -5.5029 eV
2S+1 = 3
Total charge = +1

Element x y z (Å)
O (-1.99, -2.43, 0.23)
O (-5.09, 1.20, 0.02)
O (2.68, -1.75, -0.53)
N (1.19, -0.13, 0.18)
N (2.31, -0.73, 0.35)
N (3.51, 1.77, 0.57)
N (4.85, 0.11, -0.44)
C (-1.49, 1.15, -0.22)
C (-2.28, -1.12, 0.08)
C (0.11, -0.77, -0.14)
C (-1.20, -0.22, -0.10)
C (-3.85, 0.71, -0.01)
C (-2.78, 1.61, -0.19)
C (3.79, 0.61, 0.11)
C (-3.58, -0.65, 0.13)
H (-2.80, -2.94, 0.36)
H (4.15, 2.56, 0.59)
H (2.57, 1.92, 0.93)
H (-3.01, 2.65, -0.30)
H (-5.75, 0.51, 0.14)
H (3.06, -2.46, 0.01)
H (4.79, -0.84, -0.80)
H (-0.67, 1.83, -0.35)
H (5.72, 0.62, -0.59)
H (-4.40, -1.35, 0.28)
H (0.17, -1.84, -0.32)



Density functional theory data (wB97M-V/def2-TZVPD) for 2 unconnected molecules or ions with the total composition C8H11NO at a distorted geometry.

Frontier orbital gap = 0.2949 Eh
SMILES = C=C=c1cc[nH]c1=C.CO
Energy above the lowest of the compared OMol25 structures with the same formula, charge and spin = 482.22 kJ/mol
LUMO energy = 0.8507 eV

Element x y z (Å)
O (1.30, -3.17, 0.08)
N (-1.43, 2.63, -0.97)
C (0.00, -0.42, 2.31)
C (-1.54, 3.06, 1.42)
C (-0.99, 1.59, -1.86)
C (2.18, -3.35, -1.03)
C (-0.40, 0.63, -1.15)
C (-0.63, 0.93, 0.24)
C (-1.18, 2.35, 0.36)
C (-0.40, 0.10, 1.21)
H (1.00, -0.44, 2.69)
H (2.88, -4.12, -0.79)
H (-1.31, 2.57, 2.32)
H (0.04, -0.20, -1.63)
H (-1.32, 3.61, -1.29)
H (0.79, -3.93, 0.04)
H (-1.03, 1.58, -2.96)
H (2.79, -2.44, -1.22)
H (-1.93, 3.98, 1.21)
H (1.69, -3.94, -1.89)
H (-0.51, -1.02, 2.93)



Density functional theory data (wB97M-V/def2-TZVPD) for C8H11NO2S in the gas phase at a distorted geometry.

Frontier orbital gap = 0.2738 Eh
Energy above the lowest of the compared OMol25 structures with the same formula, charge and spin = 531.54 kJ/mol
LUMO energy = -0.7097 eV

Element x y z (Å)
S (1.11, 0.96, -1.30)
O (0.28, 1.43, 1.16)
O (-1.84, -0.84, 0.33)
N (0.84, -1.96, -0.64)
C (0.61, -0.43, -2.40)
C (0.36, -1.62, 0.37)
C (0.57, -0.14, 3.03)
C (-1.26, 1.91, -0.64)
C (-0.37, 0.41, 1.92)
C (1.06, -1.82, -2.02)
C (-0.72, -0.43, 0.67)
C (-0.24, 0.99, -0.06)
H (0.94, -0.12, -3.31)
H (0.28, -1.07, 3.38)
H (-0.43, -0.46, -2.54)
H (-1.43, 1.65, -1.78)
H (0.53, 0.50, 3.82)
H (-0.94, 2.92, -0.28)
H (0.51, -2.61, -2.62)
H (1.64, -0.09, 2.76)
H (-1.36, 0.72, 2.30)
H (-2.26, 1.93, -0.10)
H (2.11, -1.84, -2.06)



Density functional theory data (wB97M-V/def2-TZVPD) for C8H11NO3 in the gas phase at a distorted geometry.

Frontier orbital gap = 0.3177 Eh
Energy above the lowest of the compared OMol25 structures with the same formula, charge and spin = 662.22 kJ/mol
LUMO energy = -0.3721 eV

Element x y z (Å)
O (-1.58, 2.48, -0.10)
O (0.61, 1.39, 1.61)
O (-2.28, 1.50, -1.93)
N (-1.46, 1.75, -1.08)
C (1.99, -0.76, -0.18)
C (1.97, -0.01, -1.28)
C (-1.41, 0.10, 1.40)
C (-0.06, 0.36, 0.96)
C (-0.32, 0.95, -1.03)
C (0.77, -0.88, 0.69)
C (0.87, 0.92, -1.61)
C (-0.11, -1.96, 0.02)
H (2.56, -1.69, -0.09)
H (-1.55, -0.53, 2.27)
H (0.98, 1.54, -2.52)
H (0.03, 2.19, 1.71)
H (-0.81, -2.39, 0.65)
H (2.70, -0.12, -2.16)
H (-0.45, -1.58, -1.02)
H (1.04, -1.37, 1.58)
H (0.51, -2.72, -0.29)
H (-1.87, 1.09, 1.79)
H (-2.14, -0.27, 0.62)



no.,energy (eV)
1,-17034.7596
2,-19082.3381
3,-20565.3671
4,-12007.4026
5,-24889.4211
6,-16100.2862